Molecular formula: C19H13Co2NO8
Method: DFT, ωB97M-V/def2-TZVPD

XYZ file:
```
43
Properties=species:S:1:pos:R:3:lowdin_charge:R:1
C -2.571 -2.054 -2.962 0.0129
C -1.948 -1.148 -1.988 -0.4175
N -1.571 -1.382 -0.779 0.1506
C -1.837 -2.479 -0.011 -0.4587
C -1.471 -3.831 -0.516 -0.0126
O -2.338 -2.357 1.144 -0.0318
O -1.742 0.099 -2.417 -0.0283
H -1.836 -2.779 -3.340 0.0933
H -3.397 -2.605 -2.500 0.0869
H -2.953 -1.447 -3.787 0.0846
H -0.616 -3.780 -1.206 0.0794
H -1.209 -4.463 0.340 0.0872
H -2.326 -4.290 -1.036 0.0770
O 0.864 -0.974 -3.838 0.0193
C 0.935 -0.786 -2.697 -0.2615
Co 1.188 -0.477 -1.008 0.0319
C 1.471 -2.031 -0.228 -0.2392
O 1.794 -3.054 0.208 0.0133
C 2.762 0.183 -1.196 -0.2599
O 3.815 0.630 -1.365 0.0216
C 0.171 1.304 0.622 -0.1466
C 1.300 2.120 1.083 -0.2149
C 2.103 1.711 2.166 -0.0291
C 3.241 2.444 2.506 -0.1045
C 3.575 3.613 1.818 -0.1326
C 2.773 4.037 0.751 -0.1183
C 1.642 3.310 0.393 -0.0377
C -0.197 0.795 -0.563 -0.1985
C -1.462 0.967 -1.285 -0.1830
Co -1.127 0.332 1.672 0.0054
C -1.300 1.392 3.032 -0.2684
O -1.394 2.131 3.916 -0.0009
C -0.257 -1.020 2.358 -0.2151
O 0.339 -1.901 2.815 0.0455
C -2.862 -0.388 1.285 -0.1866
O -4.012 -0.376 1.089 0.0418
H 1.845 0.794 2.707 0.1079
H 3.876 2.088 3.319 0.0885
H 4.457 4.192 2.100 0.0788
H 3.032 4.933 0.189 0.0831
H 0.999 3.634 -0.431 0.1123
H -2.310 0.967 -0.564 0.0996
H -1.444 1.946 -1.797 0.1249
```

Computed properties:
LUMO level = 4.9 eV
charge = -2
DFT total energy = -4153.88263 Ha
energy above the lowest of the compared OMol25 structures with the same formula, charge and spin = 74.1 kcal per mole